This record from the OMol25 dataset describes a structure of composition C41H38AsAuN4OPS. The level of theory is wB97M-V/def2-TZVPD.

```
88
Properties=species:S:1:pos:R:3:forces:R:3
Au 0.545 2.303 -0.516 0.66 1.28 -0.24
N 2.586 5.489 1.827 -0.15 -0.84 -1.60
C 1.791 4.510 1.281 0.55 0.63 0.66
S 2.143 3.970 -0.325 0.65 0.54 -0.16
N 0.823 4.052 2.048 -0.83 -1.76 -1.28
N 0.226 2.923 1.538 2.23 1.90 -0.32
C -0.907 2.475 2.166 -1.16 -0.97 0.21
C -1.032 2.577 3.598 -0.19 -0.53 0.64
C -1.606 1.468 4.242 -0.78 0.03 -0.16
C -2.092 1.605 5.527 -0.20 -1.71 1.42
C -1.838 2.711 6.311 0.72 0.62 -1.74
C -1.130 3.756 5.690 -0.03 1.60 2.34
C -0.701 3.712 4.400 -0.05 0.54 -2.15
C -1.802 1.736 1.302 1.60 0.82 -1.03
C -3.053 1.195 1.544 -1.97 -0.44 0.70
C -3.874 0.682 0.504 2.53 1.13 -0.19
C -3.357 0.740 -0.845 -2.64 -0.70 1.40
C -2.035 1.130 -0.992 -1.07 0.17 -1.54
N -1.334 1.631 -0.003 -0.55 -0.55 0.35
H 3.295 5.866 1.183 -0.66 0.11 1.13
H 2.287 5.903 2.701 0.39 0.07 -0.34
H -1.776 0.506 3.725 0.26 0.76 0.24
H -2.599 0.741 5.999 0.31 0.55 -0.41
H -2.128 2.801 7.329 -0.36 -0.07 0.57
H -0.962 4.694 6.313 -0.04 -1.31 -1.01
H -0.236 4.590 3.873 -0.61 -1.13 1.05
H -3.403 1.293 2.599 -0.05 -0.29 -1.18
H -4.845 0.288 0.750 -0.19 0.06 -0.15
H -4.144 0.516 -1.636 1.90 0.07 0.69
H -1.517 1.148 -1.979 -0.94 -0.35 0.97
C 0.958 3.658 -3.338 0.17 0.47 -1.15
C 0.371 2.396 -2.723 -0.92 -0.59 -0.33
O -0.253 1.537 -3.298 1.51 1.62 1.01
H 0.422 4.575 -2.956 0.29 -1.11 -0.40
H 0.962 3.615 -4.492 -0.32 -0.06 1.87
H 1.999 3.800 -3.015 -0.27 -0.26 -0.01
C 0.285 -1.357 -1.050 1.28 1.31 -1.10
C 0.677 -2.729 -1.522 0.44 -1.00 -1.38
As -0.780 -4.104 -1.558 0.10 -1.08 0.44
C -2.182 -3.214 -2.593 0.25 0.64 0.27
C -3.541 -3.350 -2.293 1.43 -0.13 0.81
C -4.495 -2.491 -2.763 -1.11 -0.03 -1.03
C -4.127 -1.514 -3.681 1.85 0.20 -0.09
C -2.760 -1.430 -4.086 -0.56 -0.61 1.05
C -1.778 -2.280 -3.541 -1.45 0.04 -0.17
C -1.481 -3.916 0.285 -0.67 -0.18 0.36
C -2.259 -2.795 0.629 -0.37 0.87 -1.19
C -2.680 -2.584 1.924 0.41 0.40 1.81
C -2.401 -3.536 2.924 0.43 -0.58 -1.09
C -1.608 -4.667 2.610 -1.12 0.90 -0.50
C -1.214 -4.893 1.294 0.73 0.78 -0.95
P 1.633 0.052 -1.037 -0.55 -1.79 0.68
C 2.783 -0.024 -2.429 -0.98 -0.81 -0.96
C 2.527 -0.665 -3.655 -0.62 0.19 -0.35
C 3.474 -0.670 -4.692 0.00 0.86 1.65
C 4.663 0.010 -4.500 -0.37 0.60 1.34
C 4.918 0.608 -3.252 1.01 -0.03 -0.55
C 4.006 0.586 -2.225 0.61 -0.37 0.39
C 2.689 -0.630 0.266 0.51 -0.67 -0.14
C 2.743 -0.048 1.525 0.08 -0.26 -0.40
C 3.543 -0.656 2.490 0.08 0.13 1.28
C 4.226 -1.856 2.249 0.17 0.39 -0.51
C 4.248 -2.400 0.960 -0.57 1.20 0.10
C 3.457 -1.779 -0.020 0.36 0.07 1.49
H -0.014 -1.380 -0.008 -0.33 0.20 0.16
H -0.479 -0.921 -1.711 -0.15 -0.38 0.46
H 1.504 -3.250 -0.986 -0.72 0.61 0.01
H 1.021 -2.768 -2.602 -0.33 0.32 1.17
H -3.755 -4.051 -1.523 -0.57 -0.58 0.39
H -5.556 -2.656 -2.511 0.67 0.29 0.03
H -4.832 -0.767 -4.011 -0.12 -0.05 -0.27
H -2.403 -0.657 -4.724 -0.14 0.53 -0.67
H -0.739 -2.248 -3.844 -0.03 0.37 -0.08
H -2.656 -2.043 -0.136 1.13 -1.11 0.89
H -3.035 -1.578 2.272 -0.36 -1.19 -0.69
H -2.890 -3.464 3.881 0.38 0.25 0.36
H -1.348 -5.376 3.370 -0.06 -0.32 0.30
H -0.627 -5.798 1.041 -0.40 0.70 0.15
H 1.536 -1.115 -3.881 0.79 0.30 0.44
H 3.259 -1.177 -5.583 -0.26 -0.54 -1.18
H 5.408 0.174 -5.239 0.39 -0.39 -0.77
H 5.919 1.026 -3.080 -0.55 -0.02 -0.09
H 4.310 0.865 -1.215 -0.17 0.40 -0.32
H 2.141 0.859 1.655 0.48 -0.24 0.48
H 3.666 -0.174 3.482 -0.27 -0.44 -0.69
H 4.820 -2.352 3.014 -0.14 0.38 0.03
H 4.957 -3.187 0.730 -0.43 -0.22 -0.10
H 3.443 -2.218 -0.978 0.04 -0.18 -1.14
```
Forces are in eV/Å.

DFT total energy: -135785.87214 eV
Frontier orbital gap (spin up / spin down): 5.2525 / 4.7129 eV
Net charge: +1
HOMO (spin up / spin down): -9.07 / -10.03 eV
ΔE to the lowest compared entry with this formula, charge and spin: 1.398 eV
Spin multiplicity: 3
Lowest unoccupied orbital energy (spin up / spin down): -0.14013 / -0.19544 Ha